(1)
13 unconnected molecules or ions with the total composition C39H90O43P4 in a non-equilibrium geometry, computed with ωB97M-V/def2-TZVPD.

Last column: Mulliken charge in e.
Cartesian coordinates (Å):
C 21.69383 7.06167 -1.46446  -0.055
O 21.82398 5.93600 -2.37262  0.266
P 23.29780 5.62632 -2.92615  0.622
O 23.99970 6.71034 -3.64783  -0.692
O 24.12793 5.08150 -1.60775  -0.345
C 25.55048 5.05078 -1.69375  -0.775
O 23.16877 4.23686 -3.69228  -0.289
C 22.81694 4.23151 -5.08179  -0.788
H 22.50003 7.13416 -0.73447  0.403
H 20.82129 6.96313 -0.81866  -0.135
H 21.71144 8.04185 -1.94094  0.025
H 25.85815 4.01657 -1.53934  0.295
H 25.98327 5.68389 -0.91917  0.281
H 26.07680 5.36250 -2.59592  0.326
H 23.45028 4.96047 -5.58737  0.348
H 21.79914 4.43382 -5.41535  0.270
H 23.16852 3.28297 -5.48770  0.301
C 8.90052 7.65133 -6.75375  -0.649
O 10.30572 7.67052 -6.68403  -0.336
P 11.06665 8.76810 -5.79513  1.159
O 10.95184 10.11547 -6.38155  -0.745
O 12.59038 8.24239 -5.62653  -0.315
C 12.84027 6.94124 -5.08218  -0.418
O 10.26978 8.46897 -4.38134  -0.373
C 10.78132 8.94362 -3.17613  -0.469
H 8.51303 7.95100 -7.72747  0.243
H 8.49686 8.22523 -5.91960  0.292
H 8.57857 6.62821 -6.55964  0.254
H 13.44293 7.02718 -4.17802  -0.050
H 13.29301 6.29257 -5.83209  0.429
H 11.95188 6.36577 -4.82199  0.309
H 11.73125 9.45499 -3.33182  0.223
H 10.96628 8.11474 -2.49286  0.025
H 9.95541 9.55857 -2.81862  0.361
C 15.39101 12.19608 3.16199  0.024
O 14.22587 12.64147 3.86391  -0.415
P 13.83505 14.23139 3.91299  0.378
O 12.45708 14.46293 4.41750  -0.757
O 14.12878 14.80660 2.41250  0.481
C 13.45368 16.01781 1.96732  -0.979
O 15.09144 14.85032 4.76166  -0.218
C 14.99663 14.88456 6.16227  -0.867
H 16.14031 12.92444 2.85192  -0.229
H 14.99161 11.82717 2.21727  0.081
H 15.95032 11.40470 3.66098  0.463
H 13.15134 16.57309 2.85521  0.532
H 12.48102 15.85862 1.50183  0.337
H 14.01005 16.75553 1.38911  0.197
H 14.87573 15.90636 6.52200  0.286
H 15.90962 14.48067 6.59978  0.284
H 14.19085 14.31283 6.62264  0.348
C 19.08233 9.33579 -1.09633  -0.146
O 18.13247 10.13847 -1.74157  0.163
P 16.88627 10.72786 -0.84702  0.082
O 16.82458 10.25873 0.58072  -0.938
O 17.10833 12.32331 -0.87028  0.815
C 17.40790 12.86723 -2.11234  -0.288
O 15.67918 10.42557 -1.85654  -0.676
C 14.78315 9.33351 -1.77608  0.043
H 19.06183 9.40805 -0.00892  0.448
H 20.09355 9.68399 -1.30677  -0.142
H 18.88382 8.28795 -1.32155  -0.054
H 17.18203 12.15827 -2.90887  0.358
H 18.44565 13.19966 -2.08687  0.249
H 16.90658 13.77754 -2.44115  -0.317
H 14.70117 8.86209 -0.79673  0.340
H 15.05308 8.63195 -2.56542  -0.048
H 13.83338 9.71837 -2.14748  0.094
C 20.16572 15.86164 0.02276  -0.213
O 19.48854 17.06663 0.05382  -0.323
C 18.88680 17.52966 -0.98000  0.870
O 18.75343 16.95257 -2.05980  -0.606
O 18.35119 18.73543 -0.60347  -0.395
C 17.22503 19.28819 -1.18721  -0.393
H 20.70327 15.72350 0.96087  0.141
H 20.81283 15.84683 -0.85424  0.531
H 19.47167 15.02324 -0.03623  -0.196
H 17.35417 19.70747 -2.18502  0.353
H 16.92416 20.13597 -0.57171  0.282
H 16.42127 18.55926 -1.29079  -0.073
C 17.31965 16.53912 2.40187  -0.738
O 17.42898 15.16815 2.13034  0.395
C 18.55467 14.50836 2.49634  0.268
O 19.51558 14.81330 3.20536  -0.655
O 18.42355 13.22062 1.89394  -0.105
C 19.66636 12.50356 1.66515  -1.187
H 18.17750 17.03148 2.85990  0.372
H 16.39128 16.67948 2.95551  0.200
H 17.25076 17.02863 1.43041  0.081
H 20.40899 12.70110 2.43818  0.603
H 20.17722 12.74648 0.73342  0.270
H 19.35742 11.46012 1.60284  0.385
C 14.08768 13.16148 -0.05364  -0.430
O 13.64836 14.31503 -0.82356  -0.536
C 14.30074 15.42699 -1.06954  0.780
O 15.49421 15.58846 -0.88284  0.029
O 13.39345 16.27496 -1.57322  -0.454
C 13.69499 17.62303 -1.64350  -0.555
H 13.52390 12.93089 0.85028  0.314
H 15.08392 13.26838 0.37550  0.035
H 13.88146 12.24011 -0.59831  0.326
H 12.90630 18.27013 -2.02734  0.323
H 14.48653 17.90779 -2.33666  0.163
H 13.85842 17.87037 -0.59459  0.232
C 18.50547 5.28282 0.44822  -0.587
O 18.71301 4.10791 -0.25498  -0.141
C 17.80810 3.08362 -0.18650  0.731
O 16.65809 3.21304 0.25321  -0.582
O 18.29439 1.96403 -0.88931  -0.262
C 17.53604 0.77487 -0.87073  -0.677
H 17.81308 5.98723 -0.01276  0.208
H 19.49763 5.72983 0.51067  0.127
H 18.14473 5.14795 1.46792  0.366
H 17.94087 0.14787 -1.66513  0.236
H 16.45157 0.88061 -0.84137  0.301
H 17.74167 0.29608 0.08665  0.319
C 13.20118 7.44959 0.80531  -0.615
O 12.84371 6.14207 0.50400  -0.350
C 12.53594 5.92000 -0.76380  0.798
O 12.67782 6.67518 -1.76503  -0.257
O 12.02268 4.67609 -0.86784  -0.404
C 11.85441 4.03570 -2.10586  -0.402
H 14.22076 7.51534 1.18509  0.315
H 12.61572 7.89698 1.60854  0.376
H 13.04237 8.19720 0.02816  0.131
H 10.85301 3.61344 -2.02214  0.289
H 12.54809 3.19999 -2.19808  0.250
H 12.02568 4.68926 -2.96121  0.045
C 15.44402 3.95941 -2.64523  -1.046
O 15.82800 5.28121 -2.43900  -0.015
C 16.76454 5.72220 -3.33829  0.314
O 17.20705 5.07881 -4.26919  -0.596
O 17.05824 6.97683 -3.07333  0.054
C 17.80784 7.73652 -4.03690  -0.685
H 16.27852 3.26894 -2.76749  0.413
H 14.75275 3.94796 -3.48792  0.406
H 14.89317 3.45990 -1.84826  0.250
H 17.21129 7.97673 -4.91697  0.390
H 18.64407 7.11056 -4.34834  0.440
H 18.30328 8.56425 -3.52945  -0.109
C 23.53402 14.30477 3.62683  -0.362
O 23.77819 13.00169 2.97059  -0.409
C 23.21713 12.62052 1.84120  0.790
O 22.61770 13.37973 1.05534  -0.538
O 23.49123 11.28443 1.62627  -0.387
C 23.08635 10.53221 0.47252  -0.049
H 23.83119 14.31431 4.67549  0.230
H 22.49622 14.52095 3.37318  0.097
H 24.24347 15.00970 3.19339  0.271
H 21.99819 10.57316 0.52079  -0.034
H 23.36648 9.48294 0.56555  0.196
H 23.40060 10.97022 -0.47484  0.208
C 21.69979 9.10205 -5.18971  -0.704
O 21.68439 9.81212 -3.92071  0.001
C 21.68830 11.14399 -3.90712  0.439
O 21.49420 11.87674 -4.88558  -0.611
O 21.78964 11.51369 -2.63286  -0.096
C 22.08717 12.82335 -2.30206  -0.620
H 21.40538 8.06198 -5.04941  0.140
H 22.61813 9.29421 -5.74452  0.280
H 20.85521 9.44197 -5.78907  0.376
H 22.23485 13.00832 -1.23807  -0.126
H 21.30650 13.46583 -2.70933  0.436
H 23.11892 13.01141 -2.59910  0.450
C 16.22257 13.37153 -8.42760  -0.694
O 15.68539 13.90470 -7.23695  -0.323
C 16.54288 14.56147 -6.40678  0.743
O 17.68397 14.82929 -6.67221  -0.549
O 15.84516 14.98993 -5.36540  -0.277
C 16.54866 15.81728 -4.47735  -0.747
H 15.38131 12.90038 -8.93593  0.268
H 16.89471 12.51878 -8.33198  0.301
H 16.71906 14.07892 -9.09183  0.292
H 17.42745 15.32815 -4.05714  0.243
H 15.98485 16.20364 -3.62827  0.271
H 17.00599 16.68409 -4.95442  0.448

Properties
Kohn-Sham gap (eV): 10.7
Maximum force (eV/A): 3.8
Highest occupied orbital energy (eV): -10.26
Relative energy (zero: lowest compared OMol25 entry of this formula, charge and spin) (kcal per mole): 89.7
LUMO level (hartree): 0.01547

=====

(2)
A single C21H29N3O4S molecule, computed with ωB97M-V/def2-TZVPD.

Last column: Mulliken charge in e.
Cartesian coordinates (Å):
C -2.51276 -3.27300 5.26566  -1.444
C -1.91793 -2.39957 4.16962  -0.182
C -2.16596 -2.94545 2.77481  -0.453
O -3.56585 -3.00853 2.47565  -0.553
C -1.56461 -2.06350 1.69627  0.988
C -1.84484 -2.60978 0.29925  -1.485
C -0.06441 -1.96186 1.89242  -0.216
O 0.59785 -2.92255 2.25839  -0.668
N 0.52622 -0.77063 1.63524  0.272
C 1.98156 -0.64066 1.69862  -0.860
C 2.23177 0.77497 1.18178  -0.898
C 1.05669 1.02325 0.23186  1.768
N 1.17638 0.20702 -0.98023  0.572
C 2.24991 0.10695 -1.79214  0.880
O 3.34960 0.59253 -1.58270  -0.655
C 1.95528 -0.66760 -3.07926  -1.589
N 1.12907 0.10173 -3.98993  0.140
C 1.73785 1.10646 -4.82559  -0.507
S 0.43393 1.66533 -5.96401  -0.162
C -0.87095 1.03063 -4.88851  -0.456
C -0.22079 0.07213 -3.91294  0.476
O -0.85003 -0.63666 -3.14397  -0.676
C 0.83521 2.48022 -0.12935  -0.733
C 1.90814 3.24700 -0.57364  -0.130
C 1.71679 4.56128 -0.97279  -0.889
C 0.44969 5.12454 -0.93774  -0.420
C -0.62537 4.36508 -0.50703  -0.974
C -0.43267 3.04900 -0.10873  -0.464
C -0.09193 0.40179 1.03845  -1.626
H -2.25065 -2.88485 6.24964  0.400
H -3.60425 -3.30932 5.21981  0.340
H -2.13277 -4.29520 5.20099  0.342
H -2.33463 -1.38796 4.23036  0.225
H -0.84122 -2.31751 4.32996  0.324
H -1.72327 -3.94557 2.69705  0.340
H -3.98332 -3.58757 3.12055  0.378
H -2.03043 -1.07708 1.79829  0.450
H -1.40615 -1.98491 -0.48198  0.214
H -1.42501 -3.61212 0.19694  0.344
H -2.91625 -2.66739 0.12272  0.416
H 2.34366 -0.78424 2.71448  0.456
H 2.44359 -1.39237 1.05678  0.353
H 2.17714 1.50717 1.99147  0.491
H 3.20329 0.87996 0.70897  0.530
H 0.32559 -0.22910 -1.32157  0.031
H 2.90566 -0.88970 -3.55622  0.453
H 1.44654 -1.60653 -2.85270  0.381
H 2.12585 1.93368 -4.22622  0.337
H 2.55539 0.68112 -5.40641  0.384
H -1.35864 1.82107 -4.31629  0.295
H -1.62534 0.50263 -5.46642  0.378
H 2.89629 2.80910 -0.62165  0.439
H 2.56176 5.14659 -1.31241  0.404
H 0.30129 6.15183 -1.24633  0.409
H -1.61789 4.79664 -0.48031  0.419
H -1.29216 2.47232 0.21095  0.391
H -0.93963 0.14476 0.40598  0.687
H -0.41225 1.11442 1.80409  0.336

Properties
Kohn-Sham gap (eV): 9.8
Maximum force (eV/A): 0.3
Highest occupied orbital energy (eV): -9.27
Relative energy (zero: lowest compared OMol25 entry of this formula, charge and spin) (kcal per mole): 2.8
SMILES: CC[C@@H](O)[C@H](C)C(=O)N1CC[C@](NC(=O)CN2CSCC2=O)(c2ccccc2)C1
LUMO level (hartree): 0.02070